# 1
{"formula": "C52H88B2F2KN6O2P2S2SbSi3", "method": "ωB97M-V/def2-TZVPD", "total_charge": -2, "e_above_lowest_ev": 0.524, "homo_energy_ev": [-0.176, 0.312], "lumo_energy_ev": [3.722, 3.703], "molar_mass_da": 1260.13, "elements": ["K", "C", "C", "C", "C", "P", "C", "N", "B", "N", "C", "P", "C", "C", "C", "C", "C", "C", "C", "C", "C", "C", "C", "C", "C", "C", "C", "C", "C", "C", "H", "H", "H", "H", "H", "H", "H", "H", "H", "H", "H", "H", "H", "H", "H", "H", "H", "H", "H", "H", "H", "H", "H", "H", "H", "H", "H", "H", "H", "H", "H", "H", "H", "H", "H", "H", "H", "H", "H", "H", "H", "H", "H", "H", "C", "O", "C", "C", "C", "C", "C", "C", "N", "N", "C", "C", "C", "C", "O", "C", "N", "C", "C", "C", "C", "H", "H", "H", "H", "H", "H", "H", "H", "H", "H", "H", "H", "S", "C", "N", "C", "C", "S", "H", "H", "H", "H", "H", "C", "Si", "C", "C", "Sb", "Si", "C", "C", "C", "Si", "C", "C", "C", "H", "H", "H", "H", "H", "H", "H", "H", "H", "H", "H", "H", "H", "H", "H", "H", "H", "H", "H", "H", "H", "H", "H", "H", "H", "H", "H", "F", "B", "F"], "xyz": [[-0.709, 0.771, -0.289], [0.578, 1.015, 6.086], [0.999, -0.275, 5.377], [-0.274, -1.109, 5.161], [1.966, -1.061, 6.265], [1.557, 0.158, 3.609], [2.388, -1.483, 3.240], [2.620, -1.762, 1.843], [1.736, -1.594, 0.666], [2.621, -1.932, -0.471], [2.579, -1.310, -1.784], [3.334, 0.456, -1.738], [2.387, 1.365, -3.116], [2.614, 0.881, -4.547], [2.704, 2.861, -2.965], [0.894, 1.241, -2.811], [5.137, 0.264, -2.395], [5.670, 1.586, -2.956], [5.357, -0.845, -3.423], [5.977, -0.019, -1.140], [3.770, -2.510, 0.032], [4.764, -3.239, -0.602], [5.825, -3.745, 0.158], [5.888, -3.520, 1.521], [4.863, -2.840, 2.186], [3.785, -2.368, 1.443], [3.082, 1.292, 3.699], [2.549, 2.717, 3.872], [4.140, 1.013, 4.766], [3.725, 1.195, 2.310], [-0.035, 0.777, 6.962], [-0.013, 1.638, 5.410], [1.441, 1.589, 6.426], [-0.754, -1.319, 6.123], [-0.059, -2.062, 4.676], [-0.976, -0.564, 4.526], [1.529, -1.173, 7.264], [2.924, -0.557, 6.377], [2.147, -2.062, 5.870], [1.757, -2.275, 3.664], [3.338, -1.492, 3.778], [1.535, -1.154, -2.040], [3.039, -1.946, -2.543], [3.630, 1.071, -4.896], [1.928, 1.417, -5.212], [2.394, -0.185, -4.642], [3.746, 3.109, -3.157], [2.448, 3.194, -1.957], [2.086, 3.435, -3.663], [0.495, 0.259, -3.046], [0.342, 1.969, -3.412], [0.696, 1.461, -1.765], [5.210, 1.857, -3.905], [6.747, 1.488, -3.130], [5.521, 2.396, -2.240], [4.723, -0.723, -4.301], [5.162, -1.821, -2.987], [6.404, -0.842, -3.749], [5.841, 0.782, -0.410], [7.040, -0.074, -1.400], [5.697, -0.955, -0.671], [4.714, -3.449, -1.661], [6.605, -4.315, -0.332], [6.737, -3.881, 2.091], [4.903, -2.726, 3.261], [2.134, 2.877, 4.870], [1.774, 2.926, 3.136], [3.357, 3.440, 3.719], [3.752, 1.189, 5.771], [4.984, 1.694, 4.615], [4.529, -0.006, 4.704], [2.975, 1.310, 1.526], [4.239, 0.245, 2.157], [4.459, 1.999, 2.189], [3.968, -0.499, -7.491], [3.301, -1.685, -7.845], [1.930, -1.679, -7.726], [1.262, -2.794, -8.220], [-0.113, -2.871, -8.157], [-0.879, -1.851, -7.566], [-0.179, -0.748, -7.049], [1.197, -0.649, -7.156], [-2.254, -1.888, -7.711], [-3.071, -1.273, -6.961], [-2.808, -0.926, -5.666], [-3.576, 0.128, -5.146], [-3.367, 0.654, -3.895], [-2.387, 0.147, -3.006], [-2.168, 0.663, -1.877], [-1.686, -1.052, -3.458], [-0.859, -1.644, -2.571], [-0.312, -2.796, -2.874], [-0.561, -3.469, -4.075], [-1.358, -2.859, -5.010], [-1.914, -1.594, -4.752], [5.019, -0.659, -7.725], [3.870, -0.274, -6.424], [3.607, 0.361, -8.067], [1.846, -3.597, -8.654], [-0.629, -3.737, -8.555], [-0.736, 0.060, -6.593], [1.685, 0.239, -6.781], [-4.313, 0.572, -5.806], [-3.952, 1.501, -3.557], [0.336, -3.229, -2.117], [-0.139, -4.448, -4.257], [-1.595, -3.371, -5.932], [0.443, 3.505, 0.376], [0.596, 5.051, -0.276], [1.852, 5.641, -0.530], [1.783, 7.100, -0.521], [0.338, 7.504, -0.855], [-0.567, 5.942, -1.259], [2.598, 5.233, 0.016], [2.484, 7.484, -1.268], [2.061, 7.521, 0.455], [0.267, 8.165, -1.717], [-0.155, 7.965, 0.000], [-4.337, 0.144, 5.583], [-4.250, 1.783, 4.607], [-3.215, 2.956, 5.702], [-6.020, 2.490, 4.800], [-3.027, 1.386, 2.356], [-3.717, 3.681, 1.383], [-3.683, 3.637, -0.508], [-5.420, 4.387, 1.897], [-2.496, 4.963, 2.049], [-4.949, -0.034, 1.401], [-4.886, -0.179, -0.474], [-4.756, -1.778, 2.131], [-6.748, 0.464, 1.815], [-4.429, 0.320, 6.657], [-3.443, -0.459, 5.414], [-5.198, -0.449, 5.266], [-3.804, 3.354, 6.531], [-2.843, 3.802, 5.120], [-2.348, 2.442, 6.118], [-6.437, 2.222, 5.773], [-6.695, 2.113, 4.032], [-6.017, 3.578, 4.725], [-4.690, 3.698, -0.927], [-3.219, 2.724, -0.888], [-3.102, 4.474, -0.897], [-6.224, 3.658, 1.774], [-5.664, 5.261, 1.289], [-5.412, 4.699, 2.942], [-1.483, 4.704, 1.736], [-2.509, 5.015, 3.141], [-2.721, 5.957, 1.655], [-3.922, -0.562, -0.806], [-5.016, 0.792, -0.955], [-5.664, -0.848, -0.850], [-3.772, -2.183, 1.885], [-5.510, -2.458, 1.728], [-4.851, -1.773, 3.219], [-6.926, 1.523, 1.623], [-6.989, 0.266, 2.861], [-7.448, -0.104, 1.198], [-0.694, -2.578, 0.173], [0.102, -1.597, 0.710], [-0.732, -0.767, 1.480]]}

---

# 2
{"formula": "C9H9ClN2O2S", "method": "ωB97M-V/def2-TZVPD", "e_above_lowest_ev": 1.828, "homo_energy_ev": -9.634, "lumo_energy_ev": 0.362, "molar_mass_da": 244.70, "elements": ["C", "C", "C", "C", "C", "C", "C", "C", "C", "N", "N", "O", "O", "S", "Cl", "H", "H", "H", "H", "H", "H", "H", "H", "H"], "xyz": [[-1.244, 1.708, -1.236], [1.282, -0.227, 1.552], [1.660, -0.525, -0.815], [-0.050, -0.558, 1.426], [0.285, -0.860, -0.953], [2.180, -0.230, 0.423], [-0.531, -0.845, 0.127], [3.602, 0.013, 0.701], [-2.639, 1.358, -1.292], [-0.278, 2.207, -0.901], [-2.958, 0.377, -0.162], [-2.452, -1.695, -1.459], [-2.773, -1.728, 1.025], [-2.277, -1.102, -0.142], [-2.957, 1.157, 1.351], [1.840, 0.006, 2.533], [2.093, -0.703, -1.767], [-0.714, -0.587, 2.370], [0.032, -1.070, -1.967], [3.834, 0.265, 1.659], [4.084, -0.888, 0.698], [4.171, 0.792, 0.015], [-3.231, 2.383, -1.083], [-2.963, 0.751, -2.102]]}

---

# 3
{"formula": "C3H5NS2", "method": "ωB97M-V/def2-TZVPD", "smiles": "NC(=S)CC=S", "e_above_lowest_ev": 1.166, "homo_energy_ev": -8.703, "lumo_energy_ev": -0.399, "molar_mass_da": 119.21, "elements": ["C", "C", "C", "H", "H", "H", "H", "H", "N", "S", "S"], "xyz": [[1.193, 0.308, 0.136], [-0.138, 0.241, 0.908], [-1.223, 0.009, -0.250], [1.043, 2.399, 0.042], [2.272, 1.716, -0.810], [-0.353, 1.148, 1.377], [-0.230, -0.638, 1.489], [-0.770, -0.138, -1.228], [1.419, 1.551, -0.280], [2.151, -0.960, -0.101], [-2.832, -0.208, -0.129]]}